C71H173N5O31 | ωB97M-V/def2-TZVPD

Calculated values
HOMO-LUMO gap (spin up / spin down) in eV: 6.532 / 2.568
Charge: +1
E_tot in a.u.: -5414.3330
Spin multiplicity: 2

Element x y z (Å)
O: -0.956003 -1.519357 5.651860
H: -2.154862 -0.746957 -2.052080
H: 1.879866 5.817053 -3.575440
H: -0.540975 1.665250 2.209540
C: -2.549551 1.545997 7.095685
C: 2.647888 -0.199769 -3.462983
H: -0.039756 3.907920 6.831957
H: 3.207414 3.055881 3.308138
H: 3.373520 -1.457196 -6.139881
O: -3.602932 -6.203933 0.826968
H: 1.402276 -7.228097 -8.097081
H: 3.132797 0.181407 7.118216
C: -5.086209 3.603412 2.119193
H: -1.003990 -3.336658 -3.077738
H: 0.021016 1.377013 -2.124758
H: 3.045855 2.520583 -5.719854
H: -0.866899 -0.580389 5.830738
H: -0.488919 -6.485992 -9.115783
H: -0.207603 6.193840 -0.354534
H: 6.787435 -1.134623 -5.603386
C: 3.982617 -4.843546 0.191297
C: -0.890188 -0.747291 0.582288
H: 3.039766 -4.484699 -0.221461
H: -2.589674 9.265060 -0.846505
C: -5.161516 0.826051 -3.545212
H: -1.837592 -2.403071 4.003759
H: -5.880025 1.167440 -4.290393
H: -0.795629 -0.065376 -7.141660
H: 2.002475 -0.459179 -6.352700
C: 2.062260 2.591317 6.534034
H: 2.620133 -2.595262 5.304507
C: -1.938885 7.007811 0.268465
O: 6.039547 3.390034 -3.428511
H: 1.364672 0.316325 9.190103
C: 4.647866 -4.058428 1.321478
C: -2.149361 -1.482728 0.953005
H: 0.225508 -5.966405 2.996313
H: -3.816516 -4.296158 1.681753
C: 0.938783 6.069243 5.084961
H: -0.827841 -0.002919 -5.382138
H: 1.153814 -0.737489 1.384283
H: 0.462050 -2.321160 1.436701
H: -1.417285 -7.098474 -7.766370
H: -2.740935 -6.080394 3.374861
C: -0.456649 -1.184427 -0.864727
C: 2.930910 1.631464 1.713749
C: 6.108736 -1.466697 -4.817760
C: -6.052867 -1.235006 1.128341
H: -7.022135 -1.893441 2.956822
H: 2.531283 1.423990 9.059945
H: -4.185011 3.934428 -2.220361
H: -1.494191 2.944233 9.278000
H: -0.752336 -2.216890 -1.050989
H: 2.910038 -1.769415 -1.985287
C: -0.921389 2.104935 8.883568
H: -2.653816 0.522603 7.456105
O: 0.145057 -7.461645 -0.104567
H: -0.642348 3.212038 -4.006219
H: -3.022807 -3.020795 6.234447
C: 3.392765 -1.331122 -2.858766
C: 1.401089 1.343082 7.171317
H: 1.588649 -2.862547 3.839771
N: -0.926252 0.745921 0.611689
O: 1.997797 6.889471 4.845417
H: 7.536829 -0.383073 -2.617881
C: 6.031744 -4.664393 1.709993
O: -5.528533 -1.416434 -4.006641
H: 0.717847 -7.713617 -0.832603
H: -2.039564 -2.566080 1.002137
C: 1.240308 -5.085780 -3.921530
C: 0.220374 -1.267240 1.574393
H: 0.705625 7.087217 -3.269259
C: -1.029345 3.465656 6.716941
C: -1.000772 1.045318 -1.940224
H: -2.506582 -1.302229 -6.498089
O: -0.354543 1.073443 5.452150
H: 3.710927 -5.890526 0.325938
H: -1.247633 -6.160119 1.700634
H: 4.668375 -3.298877 5.654555
N: 3.686852 -4.141490 2.462340
H: 1.431899 -2.358595 -6.999924
O: 3.582714 3.893512 -0.776158
H: -5.345654 -2.064240 1.146383
O: 2.468852 1.511255 0.434419
H: -4.679774 -0.873017 -2.313675
H: -2.602587 6.818992 1.112231
H: 6.441866 -2.389665 -4.343157
O: 0.356726 5.318581 2.746716
N: -0.490903 -5.493751 -5.784838
O: -1.077601 -6.644542 -5.278079
H: -5.019662 -1.292912 3.756422
H: 2.065286 -5.433184 -4.543486
H: -3.321049 1.339659 0.433176
H: -5.186761 -5.256100 1.745683
O: -5.082719 2.550064 4.329886
H: -5.740597 5.021375 -1.053537
H: 4.003404 4.231070 -3.455857
H: 3.274716 3.106418 -0.320940
H: -2.169271 9.058004 1.099985
C: -1.191483 -4.159629 -3.767427
C: -1.573233 1.810581 -6.465377
C: -0.002125 6.164633 3.851237
H: 5.716533 2.592443 -3.854093
H: 5.325070 -1.916486 -2.336924
O: -5.791838 4.759736 2.500944
O: 3.436169 -5.539290 2.789189
C: -1.112858 -0.427363 -2.066171
C: -1.096448 2.093543 7.367881
C: -0.758601 2.985993 -0.359148
H: -3.489104 -1.234223 6.311890
C: 3.054271 -0.417371 -6.069694
C: 3.307909 0.485742 -4.736991
H: 1.303144 -7.267218 -6.300921
C: -5.525397 -0.578092 -2.934983
H: 2.306265 0.083306 5.585703
H: 5.903743 -5.695237 2.040243
C: 4.749086 -2.585497 0.890444
H: -2.286816 2.158273 -7.212377
H: -1.621903 1.523083 -2.697875
H: -0.072842 1.896517 5.046206
C: -2.960850 1.688061 -0.534790
H: -6.874011 3.841732 -4.318294
H: 0.529046 6.432684 6.027370
H: -1.017075 3.497124 0.568238
H: -5.405855 -0.511748 0.631985
H: 3.137476 -1.399442 2.933855
H: -3.262073 2.137530 7.670571
H: 1.619417 2.761572 5.552702
H: 5.545800 0.805568 -6.105980
H: 5.562019 -2.524494 0.166906
H: 2.437431 3.734333 1.897775
H: -6.824518 -1.771756 -0.531383
O: -1.334235 1.271904 1.838577
C: 2.145159 0.104454 6.663519
O: -4.322415 -2.367768 4.848059
H: 2.161628 -6.024743 -7.065506
H: -5.608083 1.789216 4.071610
H: -0.682628 -0.871881 -2.963611
H: 4.010344 1.679223 1.570118
H: -3.570772 1.074320 -1.197680
H: -1.128723 5.308485 -3.067750
H: -3.795915 -5.094690 4.983527
H: 1.236645 5.021964 5.135891
C: -2.062632 -1.713648 4.817491
H: -2.747500 1.655302 6.029399
H: -1.137594 3.451002 5.632429
C: 0.518223 -4.232564 -7.691489
C: 0.036409 -6.048314 -0.158883
H: 2.497557 -5.528804 2.587936
O: 0.581781 -5.602281 2.182628
H: 1.069349 -4.387313 -8.619075
C: 2.638102 1.921986 -4.905288
H: 3.424199 -2.115836 -3.614630
C: 0.101586 -5.620738 -7.185683
H: -3.666148 2.078885 2.952207
O: -2.683308 -0.361998 -6.418465
H: 6.595601 1.117085 -2.478679
H: 1.621726 1.876187 -5.296415
H: 6.653385 -4.649671 0.814748
H: 2.255704 -3.830189 -6.364877
C: -6.551625 -0.999916 2.546539
H: -0.645568 -5.934713 -1.001562
C: -0.032634 -4.545575 -4.748962
H: 2.783712 0.720501 2.293919
O: -3.838501 0.918588 -4.062885
C: -1.398348 1.596593 -0.532735
H: -3.476839 5.498064 -2.726769
H: 7.578164 0.952831 -3.800693
H: -2.525625 6.801974 -0.626783
C: 5.012219 -1.580230 1.994483
C: 4.909526 -0.944313 -2.602053
H: 1.625923 -4.296298 -3.276455
C: 5.686527 -0.376605 -3.842420
H: 1.006895 -5.699331 -0.511693
H: -2.135991 -3.930870 -4.261072
H: 2.642777 2.581083 -4.037150
H: -0.730406 -4.519924 1.335092
O: 1.103202 2.688763 2.990318
C: 0.916108 6.029267 -3.112586
H: 1.674187 -0.836154 6.949088
C: 4.942384 -3.633895 4.654160
H: -4.347444 -3.272563 4.528153
H: -1.121328 3.698888 -1.099630
C: -0.441891 -5.568752 1.265715
O: 0.134418 3.758413 -3.865865
H: -6.324568 -1.285311 -4.526970
H: 0.324286 3.048363 -0.466666
H: 6.452908 -4.253427 2.627506
C: 0.423679 -3.187899 -5.441602
C: 1.499239 1.296733 8.733169
H: 1.084744 -2.641948 -4.768527
N: -0.051814 1.269741 6.801563
C: 1.269209 -6.638017 -7.190331
C: -0.225927 5.148064 -3.657101
O: -5.091121 5.617710 -1.433217
H: -5.260240 1.539452 -2.727033
C: 1.303873 -3.383922 -6.652916
H: -0.129527 5.614722 1.973760
H: -3.597334 3.625536 3.720498
H: 2.678341 6.418579 4.358889
N: 4.743274 0.618894 -4.426721
H: 0.801512 -5.941206 -3.407916
H: -0.375768 5.576832 -4.647955
H: 4.818990 -0.596443 1.566787
H: -3.757779 0.128185 -4.601736
H: 0.058800 -0.953852 2.605787
H: 3.498270 0.052259 -6.947425
H: -3.334313 2.705959 -0.646615
H: -0.999289 5.916726 4.214977
H: -6.467362 -0.620130 -2.388152
H: -4.838976 4.677618 -4.520914
H: 0.733312 3.448085 9.124398
C: -0.978207 -6.193682 -8.186675
C: 3.798457 -3.269813 3.649755
O: -5.560772 -0.541903 3.501870
H: 1.479339 5.057873 -1.579361
H: 5.937617 -3.254149 4.423096
C: -5.410779 4.993855 -3.648480
H: 0.599572 -1.010757 -1.070460
O: 0.931093 5.825061 -1.759471
C: 6.935762 0.342470 -3.165965
H: 0.465902 2.258057 10.421360
H: -2.019720 -6.463603 -5.242224
H: 0.750570 3.580244 2.940168
H: 4.635144 -4.840715 -0.681803
O: -1.637866 9.140184 -0.854989
O: -0.811772 6.112683 0.387081
H: -3.000049 -1.273340 0.304481
H: -1.784037 -5.473125 -8.326447
O: 5.379106 1.424373 -5.391211
H: -1.154720 1.118312 9.283881
H: 1.912395 3.452040 7.185789
O: -4.399865 -4.937047 4.254151
C: -3.779059 -5.792975 3.208172
C: -1.384180 0.256983 -6.282711
H: -4.441587 3.913473 1.296729
C: 2.468815 2.849508 2.533548
H: -1.771179 4.216930 6.987779
H: -0.136935 7.210378 3.574912
H: -0.477860 8.580681 0.803553
H: -0.439174 -3.740701 -7.863444
H: -5.879884 2.905996 1.851279
H: -0.487079 -2.611322 -5.603359
H: -1.513343 -4.981404 -3.127750
H: 1.690964 -0.662703 -3.704002
H: 3.825254 -2.361136 0.357241
H: 4.015389 2.371934 -1.869753
H: -4.186636 -6.965974 0.840459
H: -5.854779 5.975633 -3.813001
C: 4.912369 4.133173 -2.862321
C: 0.527100 2.400208 9.342408
C: 4.559976 3.270260 -1.579033
H: -4.315224 -6.731860 3.346451
H: 6.078028 -1.676394 2.201585
C: 4.117942 -1.800103 3.191257
C: 2.448387 -3.203591 4.416518
H: 1.543886 1.286084 0.558225
H: 5.326114 5.114403 -2.629685
H: 4.938842 -0.160801 -1.844849
H: 3.148023 2.540760 6.452421
H: -7.266709 -0.181712 2.631973
H: 4.312602 -1.153710 4.047051
H: 2.376891 0.519683 -2.690288
H: -2.507182 -1.131572 1.920863
O: -6.436964 3.988874 -3.476312
C: -1.504945 8.487817 0.450622
C: -4.401950 4.958932 -2.522740
H: -2.731354 1.784079 -4.963092
H: -0.583638 2.152647 -6.768359
O: -2.017029 2.351285 -5.262458
C: -3.294849 -2.112664 5.696494
C: -4.289013 2.916973 3.264852
H: 2.314691 -4.150707 4.939215
H: -2.185337 -0.734217 4.355166
H: 5.247474 2.767884 -0.898541
O: -7.152892 -1.367313 0.274965
H: -6.014083 4.670671 3.430606
H: 5.263033 -1.837982 -5.396574
C: -4.104445 -5.334119 1.848621
H: 5.002578 -4.711590 4.806017

Force components x, y, z for each atom (eV/Å):
O 0.76 -1.18 0.47
H -0.41 0.21 -0.25
H 0.04 -0.20 -0.17
H 0.51 0.24 0.26
C 1.27 0.17 0.01
C -0.95 0.49 -0.56
H -0.13 0.17 0.41
H -0.26 -0.25 0.51
H 0.35 0.04 0.83
O 0.03 0.51 0.60
H -0.51 0.15 0.09
H 0.14 -0.28 0.02
C 0.00 -0.73 0.80
H 0.66 0.09 -0.37
H 0.28 -0.11 -0.15
H 0.86 -0.23 0.02
H 0.17 0.06 -0.06
H -0.07 0.40 0.06
H 0.25 0.13 -0.67
H 0.48 0.05 0.36
C 0.20 -0.65 -1.43
C 1.35 -0.36 -0.59
H -0.14 1.00 0.54
H -0.08 0.35 -0.76
C -0.80 0.64 2.16
H -0.05 -0.51 0.13
H -0.19 -0.38 -0.20
H 0.29 -0.17 -0.12
H -0.35 0.33 0.40
C -0.05 0.09 0.99
H -0.20 0.75 -0.30
C 0.94 0.30 1.55
O -0.96 1.26 -0.21
H -1.06 -0.20 -0.47
C -0.62 -0.49 1.69
C -1.49 0.57 0.45
H 0.36 -0.03 0.10
H 0.76 -0.09 -0.25
C -1.15 -0.68 -1.86
H -0.31 0.22 0.38
H 0.21 0.04 -0.56
H -0.37 -0.11 0.27
H 0.06 -0.09 -0.05
H 0.24 0.82 0.13
C -0.37 1.19 -0.81
C 1.88 0.49 2.07
C -0.69 -0.47 -0.74
C 1.09 0.40 0.11
H -0.12 -0.23 -0.32
H 0.28 0.79 -0.40
H 0.21 -0.15 -0.33
H -0.62 -0.48 0.22
H 0.47 -0.36 0.51
H 0.09 0.29 0.20
C 1.46 0.76 -0.26
H 0.12 -0.13 -0.26
O 0.28 -0.82 0.42
H -0.49 0.10 -0.22
H 0.09 0.22 0.67
C 2.52 0.09 -0.80
C -0.29 -0.53 -0.15
H 0.14 -0.19 0.02
N 1.58 -0.64 -1.42
O 2.58 1.19 -0.05
H -0.07 -0.09 -0.11
C -1.03 -0.43 -0.13
O 0.01 -2.65 -1.81
H 0.06 -0.33 0.14
H 0.32 0.01 -0.02
C -1.48 -0.80 -0.95
C 0.26 1.48 -0.65
H -0.27 -0.05 -0.26
C 0.50 1.24 -0.31
C 0.78 0.82 0.61
H -0.34 -0.17 -0.01
O 1.13 0.27 -0.26
H 0.64 -0.12 0.81
H -0.30 -0.25 -1.07
H 0.07 0.48 -0.02
N -0.39 0.43 -0.38
H 0.52 -0.34 -0.53
O -0.34 0.90 0.49
H -0.37 -0.98 0.02
O -1.29 -0.08 -1.21
H -0.11 -0.04 0.35
H 0.06 -0.61 0.07
H 0.65 0.33 0.23
O 0.69 0.20 1.62
N 0.92 -0.79 0.31
O 1.13 1.02 -0.86
H 0.40 -0.28 0.61
H -0.18 0.06 -0.22
H 0.03 0.34 0.36
H -0.27 -0.20 0.18
O -1.26 -0.15 0.90
H -0.05 -0.14 -0.05
H 0.21 -0.16 -0.34
H -1.02 0.24 0.64
H 0.06 -0.36 0.47
C -0.60 -1.33 -0.04
C 0.52 -1.48 0.51
C -1.38 -0.14 1.27
H -0.22 -0.03 -0.19
H 0.71 0.43 0.61
O 0.31 0.76 0.46
O 0.55 1.56 0.25
C -0.65 -1.50 1.63
C -1.15 0.35 0.41
C -0.57 0.64 -0.06
H -0.29 -0.43 0.35
C -0.26 1.12 0.27
C -0.57 -1.11 0.40
H -0.40 -0.34 -0.22
C 1.11 2.49 -0.51
H -0.23 0.14 -0.13
H -0.26 -0.27 -0.48
C -0.25 -0.64 -0.28
H 0.06 -0.89 -0.65
H -0.07 0.22 0.15
H 0.01 0.19 -0.98
C -0.33 0.08 1.27
H 0.03 0.19 -0.02
H -0.71 -0.38 -0.20
H -0.08 -0.41 0.23
H 0.12 1.13 0.93
H -0.33 0.00 -0.56
H 0.06 0.20 -0.13
H 0.24 0.14 -0.07
H 0.34 0.13 -0.68
H 0.01 0.04 -0.20
H 0.38 0.05 -0.25
H -0.23 -0.06 -0.11
O -0.86 -0.44 0.05
C 0.07 0.10 -0.14
O -2.49 0.20 -0.93
H 0.31 -0.09 -0.19
H -0.07 -0.47 0.08
H 0.14 0.33 -0.33
H 0.30 0.34 0.49
H 0.71 -0.23 -0.67
H 0.10 -0.25 0.22
H -0.21 0.13 0.61
H -0.01 -0.22 0.50
C 0.02 1.10 1.12
H -0.35 -0.30 0.11
H -0.20 -0.50 -0.24
C 0.19 0.18 1.15
C -0.60 -0.81 0.49
H -0.44 -0.53 -0.07
O 2.06 -0.75 1.37
H -0.19 0.10 -0.06
C 0.38 -0.63 -1.08
H 0.02 -0.50 -0.14
C -0.79 -0.93 -0.99
H -0.11 -0.12 -0.63
O 0.57 -0.12 0.75
H -0.32 -0.33 0.31
H -0.41 -0.62 0.63
H 0.48 0.11 0.36
H 0.08 0.11 -0.14
C 0.60 1.46 1.35
H -0.67 1.22 0.39
C 0.76 2.61 0.48
H -0.31 -0.15 0.18
O -0.87 -0.91 0.63
C -1.00 -0.36 -0.42
H -0.21 0.09 -0.12
H 0.02 -0.56 -0.63
H 0.21 0.34 -0.21
C 0.41 -0.59 -0.14
C -1.48 -0.78 -0.83
H -0.45 -0.07 0.11
C -0.70 0.43 1.38
H 0.10 0.88 0.70
H 0.17 0.39 -0.60
H 0.05 -0.58 0.27
H -0.71 0.21 -1.15
O 1.03 -0.94 0.14
C -1.25 -0.90 -0.86
H -0.11 0.10 0.11
C -0.77 -0.89 0.35
H 0.13 -0.36 -0.05
H -0.25 -0.23 -0.37
C -0.46 0.72 -1.30
O 0.68 1.17 1.06
H -0.06 0.03 -0.06
H 0.15 -0.63 0.07
H 0.26 0.76 -0.58
C 0.18 -1.34 0.67
C -0.51 2.05 -0.10
H -0.58 0.02 0.64
N -0.36 -1.88 1.29
C 1.02 0.81 1.36
C 0.81 0.35 -2.18
O 1.10 0.22 0.42
H 0.26 0.31 -0.10
C -1.52 -0.30 -0.82
H -0.31 0.28 -0.87
H 0.23 0.38 -0.31
H 0.04 0.12 -0.11
N 0.16 1.10 0.83
H 0.58 0.02 0.53
H -0.63 -0.03 -0.35
H 0.26 0.17 0.17
H 0.37 -0.40 -0.56
H -0.66 -0.59 0.19
H 0.30 0.30 0.07
H 0.19 0.10 -0.02
H -0.36 -0.55 -0.08
H 0.01 0.49 0.19
H 0.00 0.32 -0.58
H 0.62 -0.17 -0.09
C -0.03 0.09 1.48
C 1.26 0.84 0.31
O -0.64 0.30 -1.67
H 0.27 -0.22 0.37
H -0.18 0.11 -0.21
C 0.82 -1.40 -1.51
H 0.39 -0.39 0.68
O 0.94 0.00 2.37
C -0.85 0.34 -0.61
H 0.46 0.32 0.14
H -0.73 0.05 0.22
H -0.61 0.83 0.02
H 0.38 0.02 -0.13
O 0.24 -0.13 0.99
O -1.12 0.16 0.71
H 0.03 0.06 -0.48
H 0.09 0.01 -0.31
O -0.01 -0.49 -0.18
H -0.58 0.15 0.04
H -0.25 0.19 -0.22
O 1.57 -0.90 -1.38
C -1.45 -1.25 1.67
C -0.80 1.40 -2.23
H 0.01 -0.42 -0.14
C -0.65 -0.23 -1.18
H -0.14 -0.23 0.56
H 0.63 0.12 -0.35
H -0.05 -0.14 -0.13
H 0.19 0.42 -0.48
H 0.29 -0.59 -0.76
H 0.17 0.22 -0.39
H 0.48 -0.32 0.15
H -0.49 0.45 -0.67
H -0.17 0.20 0.03
H 0.19 -0.40 -1.40
H 0.05 -0.23 -0.17
H 0.19 0.06 0.26
C 1.99 -2.35 2.13
C -0.27 -1.87 -0.16
C -1.49 -0.13 -0.93
H 0.06 -0.40 -0.11
H 0.08 0.29 0.46
C -1.77 -0.20 -0.24
C 1.41 -0.65 0.68
H -0.88 -0.08 -0.75
H -0.25 -0.05 0.17
H 0.15 -0.41 0.32
H 0.03 -0.47 -0.19
H -0.39 -0.23 -0.73
H 0.72 -0.35 0.25
H 0.37 0.49 -0.11
H 0.13 -0.09 0.27
O 0.37 0.34 0.74
C -0.59 -0.09 -1.95
C -2.39 0.48 1.18
H -0.63 0.20 0.53
H 0.05 0.57 0.41
O 0.94 0.92 0.52
C 2.81 0.43 -1.22
C 0.93 1.18 -0.67
H -0.56 -0.47 -0.56
H -0.93 0.02 -0.46
H 1.57 1.03 -0.43
O -0.72 -0.85 -0.32
H -0.16 -0.05 0.24
H -0.41 0.17 0.09
C -0.81 1.14 -1.23
H 0.12 -0.21 -0.36